Entry a
Below is a single CH5N2P molecule, with properties calculated with ωB97M-V/def2-TZVPD.

Each line ends with the natural charge from an NBO analysis.
Element x y z (Å)
C -1.041 -0.435 0.099  -0.418
N 2.778 0.653 0.111  -1.228
N 0.230 0.198 0.172  -0.936
P 1.841 -0.532 -0.172  1.206
H -1.158 -1.492 0.088  0.204
H -1.694 -0.109 0.970  0.188
H -1.483 -0.216 -0.805  0.181
H 3.795 0.719 -0.203  0.405
H 0.097 1.175 0.358  0.398

LUMO level in eV: 0.6
SMILES: [H]/N=P/NC
Orbital gap in eV: 9.53

Entry b
Below is a single CH5N2P molecule, with properties calculated with ωB97M-V/def2-TZVPD.

Each line ends with the natural charge from an NBO analysis.
Element x y z (Å)
C 0.708 -0.091 0.208  -0.464
N -2.319 0.913 0.075  -1.155
N -0.115 -0.619 -0.914  -0.796
P -2.047 -0.597 0.169  1.116
H 0.415 0.898 0.590  0.181
H 0.591 -0.937 0.879  0.190
H 1.768 0.030 -0.063  0.200
H -3.053 1.377 0.686  0.401
H -0.407 0.065 -1.520  0.328

LUMO level (alpha / beta) in eV: -0.5 / -0.5
SMILES: [H]/N=P/NC
Orbital gap (alpha / beta) in eV: 8.23 / 8.23

Relative energy table, unit kJ/mol: entry a 0.0; entry b 146.7

Entry a
Below is a single C3H4BrN molecule, with properties calculated with ωB97M-V/def2-TZVPD.

Each line ends with the natural charge from an NBO analysis.
Element x y z (Å)
C 1.333 -0.303 -0.849  0.266
C 0.673 -0.029 0.402  -0.515
C -0.945 0.241 -0.049  -0.430
N 1.786 -0.531 -1.862  -0.304
Br -1.957 0.087 1.566  0.019
H 0.541 -0.872 0.989  0.248
H 0.903 0.799 1.090  0.263
H -1.244 -0.595 -0.628  0.215
H -1.089 1.203 -0.660  0.238

LUMO level in eV: 0.7
SMILES: N#CCCBr
Orbital gap in eV: 11.36

Entry b
Below is 2 unconnected molecules or ions with the total composition C3H4BrN, with properties calculated with ωB97M-V/def2-TZVPD.

Each line ends with the natural charge from an NBO analysis.
Element x y z (Å)
C -1.741 -0.853 1.504  0.248
C -0.675 0.999 0.406  -0.283
C -0.607 -0.230 0.857  -0.316
N -2.656 -1.364 2.041  -0.303
Br 0.344 -2.240 -2.499  -0.177
H -1.481 1.787 0.413  0.224
H 0.252 1.297 0.100  0.193
H 0.231 -2.392 -3.788  0.178
H 0.205 -0.842 0.566  0.236

LUMO level in eV: 0.4
SMILES: C=CC#N.Br
Orbital gap in eV: 11.00

Entry c
Below is a molecular structure, C3H4BrN, with properties calculated with ωB97M-V/def2-TZVPD.

Each line ends with the natural charge from an NBO analysis.
Element x y z (Å)
C -1.664 -0.467 0.324  -0.404
C 1.502 0.632 -0.897  0.082
C -0.480 -0.083 0.003  0.421
N 0.290 0.611 -0.657  -0.397
Br 0.534 -1.012 2.236  -0.614
H -1.785 -0.894 1.313  0.287
H -2.586 -0.330 -0.227  0.238
H 1.874 1.192 -1.811  0.181
H 2.315 0.352 -0.283  0.207

LUMO level in eV: -1.3
Orbital gap in eV: 7.39

Relative energy table, unit kJ/mol: entry a 0.0; entry b 77.1; entry c 229.4

Entry a
Below is 2 unconnected molecules or ions with the total composition C3H4BrN, with properties calculated with ωB97M-V/def2-TZVPD.

Each line ends with the natural charge from an NBO analysis.
Element x y z (Å)
C -0.357 -2.231 1.684  0.154
C 0.244 0.333 0.029  -0.698
C 0.423 -1.132 -0.073  -0.117
N -0.888 -2.672 2.561  -0.456
Br 2.155 -1.737 -0.337  0.180
H 0.105 0.803 -0.980  0.245
H 1.045 0.791 0.441  0.223
H -0.489 0.596 0.741  0.261
H -0.399 -1.406 -0.665  0.209

LUMO level (alpha / beta) in eV: -0.9 / -0.9
Orbital gap (alpha / beta) in eV: 9.95 / 9.95

Entry b
Below is a single C3H4BrN molecule, with properties calculated with ωB97M-V/def2-TZVPD.

Each line ends with the natural charge from an NBO analysis.
Element x y z (Å)
C -1.853 0.110 -0.023  0.268
C -0.496 0.688 -0.245  -0.516
C 0.574 -0.567 -0.274  -0.398
N -2.846 -0.277 0.359  -0.309
Br 2.401 0.029 0.057  0.008
H -0.221 1.047 -1.199  0.247
H -0.383 1.529 0.425  0.260
H 0.546 -0.931 -1.265  0.215
H 0.223 -1.254 0.473  0.225

LUMO level in eV: 0.6
SMILES: N#CCCBr
Orbital gap in eV: 11.34

Relative energy table, unit kJ/mol: entry a 268.3; entry b 0.0

Entry a
Below is 2 unconnected molecules or ions with the total composition C5H14N2O2, with properties calculated with ωB97M-V/def2-TZVPD.

Each line ends with the natural charge from an NBO analysis.
Element x y z (Å)
C 1.148 0.358 0.107  -0.478
C 1.270 1.873 0.195  -0.617
C 1.557 -0.306 1.414  -0.633
H 1.836 0.030 -0.692  0.197
H 0.339 -0.764 -0.805  0.462
H 0.794 -0.145 2.184  0.222
H 1.051 2.361 -0.758  0.203
H 2.284 2.178 0.483  0.199
H 0.587 2.280 0.948  0.204
H 2.499 0.099 1.804  0.202
H 1.693 -1.386 1.308  0.185
C -1.497 1.196 -0.893  -0.717
N -0.682 -1.309 -0.799  -0.136
C -1.015 0.143 0.064  0.657
N -0.814 -2.392 0.082  -0.676
O -1.533 -1.472 -1.954  -0.561
O -1.451 -0.017 1.185  -0.675
H -2.073 -2.247 -1.724  0.481
H 0.090 -2.825 0.230  0.372
H -1.173 -2.019 0.965  0.400
H -2.549 1.000 -1.113  0.240
H -0.930 1.195 -1.822  0.226
H -1.430 2.168 -0.411  0.243

LUMO level in eV: 0.8
Orbital gap in eV: 8.71

Entry b
Below is a single C5H14N2O2 molecule, with properties calculated with ωB97M-V/def2-TZVPD.

Each line ends with the natural charge from an NBO analysis.
Element x y z (Å)
C -2.100 0.614 -0.677  -0.436
C -0.370 -0.536 -1.905  -0.440
C -0.799 -1.417 0.505  -0.384
N -0.773 -0.009 -0.592  -0.314
H -2.845 -0.127 -0.979  0.190
H -2.115 1.421 -1.417  0.213
H -2.359 1.037 0.292  0.229
H -1.079 -1.294 -2.246  0.193
H 0.632 -0.954 -1.824  0.235
H -0.344 0.261 -2.655  0.207
H 0.013 -2.131 0.417  0.223
H -1.715 -1.864 0.114  0.177
H -0.931 -1.077 1.528  0.220
C 1.487 0.154 0.658  -0.021
N 1.785 0.293 2.029  -0.887
C 0.529 1.085 0.091  0.252
O 2.585 -0.116 -0.184  -0.752
O -0.083 1.927 1.012  -0.724
H 2.876 -1.007 0.048  0.458
H 0.164 1.539 1.878  0.497
H 2.390 1.087 2.238  0.329
H 2.185 -0.539 2.449  0.360
H 0.866 1.653 -0.780  0.176

LUMO level in eV: 0.7
Orbital gap in eV: 6.16

Entry c
Below is 3 unconnected molecules or ions with the total composition C5H14N2O2, with properties calculated with ωB97M-V/def2-TZVPD.

Each line ends with the natural charge from an NBO analysis.
Element x y z (Å)
C -0.261 -0.056 0.923  0.370
C 1.584 -0.068 -1.004  0.004
C -0.556 0.284 -0.411  0.179
C -0.179 -1.492 1.333  -0.674
C -2.481 0.403 0.719  -0.779
N 0.264 0.869 1.745  -0.795
N 1.559 0.719 -2.226  -0.900
O 2.108 -1.393 -1.159  -0.757
O -0.549 1.595 -0.799  -0.764
H 1.401 -1.958 -1.489  0.456
H 0.188 1.673 -1.462  0.523
H 2.237 0.435 -0.290  0.135
H -0.939 -0.481 -1.074  0.190
H 0.652 0.616 2.637  0.401
H 0.266 1.829 1.433  0.418
H 1.060 0.230 -2.964  0.356
H 2.482 0.952 -2.594  0.359
H -0.445 -1.615 2.384  0.223
H 0.844 -1.840 1.178  0.254
H -0.850 -2.100 0.729  0.235
H -2.497 1.353 1.243  0.190
H -3.082 0.477 -0.184  0.197
H -2.807 -0.433 1.334  0.181

LUMO level (alpha / beta) in eV: 0.8 / 0.8
Orbital gap (alpha / beta) in eV: 6.73 / 6.73

Entry d
Below is a molecular structure, C5H14N2O2, with properties calculated with ωB97M-V/def2-TZVPD.

Each line ends with the natural charge from an NBO analysis.
Element x y z (Å)
C 2.114 -1.505 -0.179  -0.263
C 1.324 1.040 0.959  -0.268
O 1.106 -0.614 0.272  -0.593
H 2.116 -2.449 0.376  0.174
H 3.094 -1.036 -0.054  0.182
H 1.965 -1.705 -1.245  0.198
H 0.675 1.394 1.757  0.192
H 1.485 1.756 0.161  0.183
H 2.282 0.717 1.364  0.186
C -1.255 -1.747 -0.038  -0.652
C -0.886 0.796 -0.007  0.033
C -0.563 -0.500 -0.519  0.520
N -1.763 0.903 1.103  -0.866
N -0.803 1.861 -0.964  -0.885
O -0.220 -0.575 -1.840  -0.723
H -0.319 0.329 -2.200  0.504
H -2.749 1.010 0.882  0.352
H -1.461 1.585 1.792  0.347
H -1.693 2.320 -1.141  0.358
H -0.139 2.582 -0.689  0.347
H -1.355 -1.734 1.043  0.239
H -2.253 -1.794 -0.482  0.220
H -0.702 -2.633 -0.352  0.214

LUMO level in eV: 0.8
Orbital gap in eV: 7.66

Relative energy table, unit kJ/mol: entry a 69.3; entry b 0.0; entry c 33.9; entry d 8.9

Entry a
Below is 2 unconnected molecules or ions with the total composition C2H3N2O2, with properties calculated with ωB97M-V/def2-TZVPD.

Each line ends with the natural charge from an NBO analysis.
Element x y z (Å)
C 0.491 0.635 0.722  -0.306
C -1.651 -0.670 -0.221  0.302
N 1.461 -0.297 0.587  -0.402
N 2.440 -0.199 -0.306  0.069
O 3.353 -1.095 -0.160  -0.562
O -2.266 -1.604 0.198  -0.597
H 0.535 1.290 -0.060  0.102
H -2.297 -0.034 -0.963  0.035
H 1.640 -1.088 1.327  0.360

LUMO level (alpha / beta) in eV: 4.3 / 3.9
Orbital gap (alpha / beta) in eV: 7.54 / 5.86
Net charge: -1

Entry b
Below is a molecular structure, C2H3N2O2, with properties calculated with ωB97M-V/def2-TZVPD.

Each line ends with the natural charge from an NBO analysis.
Element x y z (Å)
C -0.879 1.090 -1.219  -0.520
C -0.354 0.673 -0.098  -0.034
N 0.422 -1.062 -0.153  -0.374
N 0.935 -1.321 0.973  0.529
O 1.565 -2.406 1.028  -0.579
O 0.848 -0.594 1.986  -0.605
H -1.395 2.042 -1.289  0.180
H -0.810 0.509 -2.123  0.200
H -0.332 1.068 0.895  0.204

LUMO level in eV: 4.1
Orbital gap in eV: 8.06
Net charge: -1

Relative energy table, unit kJ/mol: entry a 163.0; entry b 0.0

Entry a
Below is a molecular structure, C4H4NiO5, with properties calculated with ωB97M-V/def2-TZVPD.

Each line ends with the Löwdin spin population.
Element x y z (Å)
O -0.592 1.159 0.868  0.242
C -2.449 0.875 1.606  -0.001
O -2.540 0.005 2.392  0.004
O -2.999 1.533 0.741  0.037
H 2.680 -0.582 -1.288  0.000
O 1.246 0.851 -0.929  0.027
C 1.910 -0.359 -0.538  0.010
C 0.776 -1.391 -0.508  0.008
O -0.367 -0.634 -0.927  0.018
C -0.108 0.708 -0.697  0.140
H 2.386 -0.230 0.444  0.001
H 0.610 -1.803 0.497  0.002
H 0.917 -2.216 -1.218  0.000
Ni -1.469 2.082 -0.443  1.513

LUMO level (alpha / beta) in eV: -0.6 / -0.9
Expectation value of S²: 2.007
Orbital gap (alpha / beta) in eV: 7.80 / 8.57
Spin multiplicity: 3

Entry b
Below is a molecular structure, C4H4NiO5, with properties calculated with ωB97M-V/def2-TZVPD.

Each line ends with the Löwdin spin population.
Element x y z (Å)
O 2.735 -0.165 0.360  0.001
C 2.338 -1.381 0.742  0.002
C 1.562 0.610 0.009  0.010
O 3.067 -2.196 1.252  0.002
O 1.043 -1.559 0.516  0.021
C 0.535 -0.457 -0.322  0.049
H 1.805 1.261 -0.839  0.000
H 1.314 1.226 0.886  0.002
H 0.723 -0.792 -1.358  0.011
O -2.598 1.575 0.081  0.080
C -3.568 0.760 -0.079  0.013
O -3.295 -0.379 -0.546  0.052
H -4.259 1.506 -0.620  0.002
Ni -1.401 -0.010 -0.082  1.754

LUMO level (alpha / beta) in eV: -0.4 / -2.4
Expectation value of S²: 2.006
Orbital gap (alpha / beta) in eV: 9.72 / 7.77
Spin multiplicity: 3

Relative energy table, unit kJ/mol: entry a 123.5; entry b 0.0